# C19H19NO3

The molecule C19H19NO3 (wB97M-V/def2-TZVPD, the Open Molecules 2025 dataset).

XYZ file:
```
42
Properties=species:S:1:pos:R:3:forces:R:3
C 5.8183 3.2451 -0.5478 0.07 0.05 0.00
C 4.8650 2.5290 0.0156 -0.32 -0.24 -0.07
C 4.4305 1.1801 -0.4690 0.43 -0.19 0.28
H 4.8947 0.9299 -1.4247 -0.05 0.02 0.12
H 4.6789 0.4202 0.2837 -0.02 0.10 -0.23
O 3.0182 1.1398 -0.6988 0.00 0.18 -0.35
C 2.2372 0.8335 0.3424 -0.30 -0.03 -0.12
O 2.6513 0.5528 1.4355 0.05 0.05 0.20
C 0.7828 0.8767 -0.0568 -0.02 -0.07 0.26
H 0.7029 0.7729 -1.1388 -0.05 -0.02 0.03
H 0.3728 1.8462 0.2383 0.05 0.00 -0.07
C -0.0141 -0.2180 0.6809 0.27 0.38 0.14
N -1.4188 -0.1567 0.3257 0.10 -0.26 -0.13
C -2.2190 0.8656 0.7103 -0.03 -0.20 -0.16
O -1.8073 1.8136 1.3515 0.09 0.21 0.13
C -3.6409 0.7468 0.2712 -0.32 0.10 0.01
C -4.2880 -0.4785 0.1432 0.12 0.09 0.01
C -5.6133 -0.5237 -0.2512 -0.10 -0.07 -0.05
C -6.3007 0.6474 -0.5247 -0.05 -0.05 0.00
C -5.6656 1.8706 -0.3859 -0.01 0.03 -0.02
C -4.3446 1.9202 0.0176 0.15 -0.04 0.05
H -3.8354 2.8636 0.1442 0.04 0.07 0.03
H -6.2027 2.7853 -0.5885 -0.03 0.07 -0.02
H -7.3338 0.6056 -0.8370 -0.08 0.00 -0.02
H -6.1134 -1.4770 -0.3419 -0.04 -0.07 0.00
H -3.7726 -1.3987 0.3812 0.04 -0.07 0.02
H -1.7754 -0.8745 -0.2834 -0.07 0.09 0.07
C 0.5476 -1.5794 0.3655 -0.11 -0.08 0.10
C 0.4294 -2.1109 -0.9139 0.00 0.04 0.05
C 0.9667 -3.3503 -1.2122 -0.01 -0.06 -0.10
C 1.6352 -4.0695 -0.2361 0.04 -0.06 -0.02
C 1.7625 -3.5438 1.0381 0.03 -0.05 0.03
C 1.2192 -2.3067 1.3383 -0.04 0.02 -0.03
H 1.3277 -1.8929 2.3290 0.01 0.07 0.10
H 2.2871 -4.0986 1.8016 0.04 -0.04 0.07
H 2.0581 -5.0352 -0.4703 0.03 -0.08 -0.02
H 0.8680 -3.7524 -2.2099 -0.01 -0.03 -0.07
H -0.0781 -1.5519 -1.6886 -0.04 0.07 -0.10
H 0.0735 -0.0132 1.7546 0.02 -0.10 -0.19
H 4.3312 2.8869 0.8851 0.00 0.11 0.14
H 6.1113 4.2047 -0.1588 0.04 0.18 0.12
H 6.3535 2.8953 -1.4153 0.07 -0.11 -0.21
```
Positions in Å, forces in eV/Å.

Summary:
gap between HOMO and LUMO: 10.185 eV
HOMO: -9.466 eV
spin multiplicity: 1
charge: 0
relative energy (zero: lowest compared OMol25 entry of this formula, charge and spin): 17.5 kcal per mole
SMILES string: C=CCOC(=O)C[C@@H](NC(=O)c1ccccc1)c1ccccc1
largest force on an atom: 0.0108 Eh/bohr

Here are the natural (NBO) charges for atoms 1 to 5, given in e: atom 1 (C): -0.376, atom 2 (C): -0.200, atom 3 (C): -0.121, atom 4 (H): 0.196, atom 5 (H): 0.214